Entry 1:
Here is a molecular structure, C6H9NO from the OMol25 dataset. Energies are from wB97M-V/def2-TZVPD.

Orbital gap (alpha / beta) = 6.45 / 6.46 eV
E = -363.83975 a.u.
F_max = 1.25 eV/A
Energy relative to the best compared isomer or geometry (same formula, charge and spin) = 115.8 kcal per mole
Highest occupied orbital energy (alpha / beta) = -7.38 / -7.38 eV

Last column: Löwdin charge in e.
Element x y z (Å)
C -1.023 -1.438 1.021  -0.01
C -0.890 -0.092 0.366  -0.39
C 0.724 1.405 0.112  -0.41
C -0.235 1.020 1.026  -0.06
C 0.516 0.154 -1.035  -0.12
C 1.366 -0.894 -1.069  0.07
O -1.992 0.141 -0.427  0.05
N 1.635 2.281 -0.008  0.09
H -2.031 1.098 -0.582  0.13
H 1.976 2.451 -0.948  0.04
H -0.351 1.331 2.055  0.10
H 0.080 0.491 -1.972  0.11
H -1.409 -2.189 0.332  0.09
H -0.075 -1.765 1.442  0.08
H -1.742 -1.327 1.840  0.10
H 1.779 -1.306 -0.154  0.08
H 1.673 -1.362 -1.999  0.07

Atomic forces in eV per Å
C 0.07 -0.10 -0.27
C -0.98 0.15 0.77
C -0.39 -0.47 -0.88
C 0.20 -0.04 0.03
C 0.71 0.77 -0.16
C -0.46 0.24 0.20
O 0.94 -0.26 0.08
N -0.13 0.02 0.15
H 0.06 -0.01 0.09
H 0.05 -0.30 0.06
H -0.06 -0.13 0.02
H 0.03 -0.08 -0.07
H -0.02 0.04 0.04
H -0.03 0.05 -0.05
H 0.03 0.07 -0.05
H 0.13 0.13 0.01
H -0.17 -0.10 0.04

=====

Entry 2:
Here is C6H9NO in the gas phase from the OMol25 dataset. Energies are from wB97M-V/def2-TZVPD.

Orbital gap = 9.61 eV
E = -363.93134 a.u.
SMILES string = CC1(C)C=C1C(N)=O
F_max = 4.13 eV/A
Energy relative to the best compared isomer or geometry (same formula, charge and spin) = 58.3 kcal per mole
Highest occupied orbital energy = -8.76 eV

Last column: Löwdin charge in e.
Element x y z (Å)
C -1.552 0.930 0.572  -0.06
C -0.945 -0.195 -0.217  -0.37
C -1.359 -1.590 0.140  -0.06
C -0.208 0.067 -1.471  -0.01
C 0.788 0.023 -0.627  0.04
C 2.043 -0.105 0.044  -0.55
N 2.733 1.068 0.159  0.16
O 2.459 -1.159 0.483  0.06
H -1.546 0.712 1.639  0.08
H -2.588 1.068 0.255  0.08
H -1.018 1.863 0.407  0.08
H -0.951 -2.312 -0.564  0.08
H -2.446 -1.662 0.123  0.08
H -1.013 -1.861 1.139  0.09
H -0.400 0.163 -2.521  0.09
H 2.388 1.938 -0.206  0.10
H 3.614 1.052 0.644  0.11

Atomic forces in eV per Å
C 0.03 -0.04 -0.13
C 2.87 0.38 -0.33
C 0.06 -0.03 -0.09
C 0.72 0.12 0.54
C -4.10 -0.46 0.03
C 0.84 0.29 0.03
N 0.17 0.04 0.14
O -0.02 -0.12 0.06
H -0.05 -0.02 0.08
H -0.13 0.06 0.08
H -0.01 0.02 -0.04
H 0.00 -0.02 0.01
H -0.16 -0.08 0.04
H -0.06 0.01 0.04
H -0.06 -0.02 -0.46
H -0.05 -0.11 -0.02
H -0.03 -0.01 0.01